1.
Density functional theory data (the ωB97M-V functional and the def2-TZVPD basis) for a structure of composition C42H32N2OP2PdSSe.

Geometry as XYZ:
```
82
Properties=species:S:1:pos:R:3:forces:R:3
Pd 0.790889 -0.243376 -0.900486 0.374 -0.555 -0.276
O -1.666974 -0.686541 0.658633 0.078 0.103 0.113
S -1.053669 0.206510 1.724312 -0.212 -0.111 -0.076
C -0.506778 1.610258 0.738453 -0.008 0.073 0.124
C 0.052545 2.703756 1.385030 0.050 -0.044 -0.082
C 0.289634 3.866492 0.675682 0.006 0.020 -0.020
C -0.054073 3.951761 -0.669278 -0.005 -0.033 0.057
C -0.633333 2.871067 -1.305477 0.075 -0.033 -0.029
C -0.874875 1.672656 -0.612503 -0.098 0.148 -0.062
P -1.741565 0.319205 -1.456637 -0.166 -0.063 0.061
C -3.503757 0.580270 -1.551214 -0.116 -0.059 0.197
C -4.038850 1.277133 -2.639286 0.040 0.025 -0.020
C -5.399896 1.520397 -2.689274 0.003 -0.005 0.003
C -6.224485 1.067128 -1.667702 -0.030 -0.001 0.005
C -5.696315 0.363627 -0.594566 0.042 -0.003 -0.019
C -4.334913 0.112644 -0.528743 -0.086 0.070 -0.136
C -1.074279 0.102955 -3.093766 0.050 -0.079 -0.151
C -1.768221 -0.798937 -3.922927 0.045 0.017 0.042
C -1.243303 -1.160838 -5.146676 0.003 0.018 -0.018
C -0.012731 -0.658073 -5.560531 0.026 -0.015 -0.011
C 0.696921 0.213680 -4.747121 -0.054 -0.076 0.059
C 0.178674 0.587033 -3.516395 -0.068 0.220 0.058
C 0.460108 -0.523321 2.346937 -0.003 -0.087 -0.052
C 0.773400 -0.004990 3.592700 0.126 -0.025 0.100
C 1.919130 -0.422762 4.264264 -0.079 0.028 -0.030
C 2.715915 -1.394142 3.695637 -0.038 -0.032 -0.051
C 2.371395 -1.951928 2.465703 0.066 -0.026 0.068
C 1.240562 -1.548782 1.765240 -0.012 -0.075 0.009
P 0.925774 -2.303507 0.121111 -0.129 0.487 0.087
C 2.220638 -3.494353 -0.232143 0.122 -0.016 0.031
C 2.218108 -4.726910 0.428677 0.006 -0.030 0.024
C 3.213072 -5.652604 0.168939 -0.004 0.039 -0.016
C 4.204505 -5.365200 -0.762434 0.009 0.002 -0.009
C 4.196846 -4.156667 -1.441943 -0.033 -0.018 0.037
C 3.207212 -3.223399 -1.175210 -0.026 0.067 -0.123
C -0.582004 -3.271372 0.226615 -0.053 -0.027 -0.052
C -1.124521 -3.684871 1.438438 -0.036 -0.021 0.038
C -2.280185 -4.452209 1.447343 0.026 0.013 -0.026
C -2.892922 -4.800929 0.251975 -0.009 -0.004 -0.015
C -2.350774 -4.390340 -0.959570 0.010 0.005 0.052
C -1.195557 -3.626283 -0.973720 -0.017 -0.010 -0.037
H 0.297998 2.649322 2.437073 0.004 -0.018 0.045
H 0.723739 4.721517 1.175077 0.012 0.010 0.012
H 0.107132 4.871865 -1.213268 0.007 0.008 -0.011
H -0.923254 2.954263 -2.345594 -0.026 0.001 0.009
H -3.400362 1.628735 -3.440021 0.011 0.002 -0.001
H -5.818821 2.063338 -3.524925 0.004 0.009 -0.014
H -7.287838 1.258956 -1.713221 -0.011 0.002 -0.001
H -6.346609 0.002335 0.189633 -0.008 -0.006 0.013
H -3.925511 -0.451759 0.293428 0.042 -0.026 0.055
H -2.719575 -1.206429 -3.604094 -0.015 0.009 0.018
H -1.793525 -1.837701 -5.785317 -0.003 -0.010 -0.014
H 0.388197 -0.945425 -6.522768 0.012 -0.003 -0.008
H 1.648495 0.610950 -5.071626 0.006 0.029 -0.021
H 0.710157 1.335206 -2.932519 -0.023 -0.090 -0.038
H 0.111182 0.710010 4.065875 -0.029 0.037 -0.019
H 2.157122 -0.007657 5.233403 0.000 0.011 0.017
H 3.597676 -1.747625 4.211608 0.009 -0.009 -0.002
H 3.001376 -2.725561 2.045579 -0.009 0.003 0.006
H 1.438164 -4.971467 1.139281 -0.022 0.036 0.008
H 3.208726 -6.602349 0.684868 0.009 -0.024 0.006
H 4.976953 -6.093662 -0.967617 0.008 -0.013 -0.006
H 4.953174 -3.940354 -2.182972 0.027 -0.007 -0.007
H 3.192121 -2.295559 -1.734933 -0.018 -0.042 0.062
H -0.654093 -3.416647 2.377174 0.018 0.018 -0.008
H -2.700350 -4.780610 2.387788 -0.005 -0.010 0.019
H -3.792071 -5.401450 0.263239 -0.016 -0.008 0.002
H -2.824378 -4.672733 -1.889778 -0.007 -0.009 -0.015
H -0.768008 -3.316208 -1.922019 0.023 0.023 0.009
Se 3.233304 0.451475 -1.027885 0.410 0.275 0.178
N 2.982239 1.801242 0.150942 -0.014 -0.212 -0.077
C 3.727952 1.530889 1.185200 0.071 0.087 0.185
C 3.824787 2.368295 2.361602 -0.046 -0.122 -0.240
C 4.655556 1.995053 3.350250 0.181 -0.215 0.050
C 5.455670 0.780874 3.272677 -0.087 0.277 0.103
C 5.410077 -0.041449 2.211337 -0.127 0.014 -0.266
C 4.528406 0.294244 1.113298 0.138 0.074 0.181
N 4.402475 -0.427806 0.036432 -0.396 0.031 -0.052
H 3.256057 3.286191 2.405456 -0.025 0.009 -0.027
H 4.759286 2.616975 4.229524 0.004 -0.004 0.010
H 6.115901 0.556532 4.099891 0.006 -0.007 0.010
H 6.013773 -0.935035 2.143140 0.011 -0.024 -0.024
```
Positions in Å, forces in eV/Å.

Output
2S+1: 3
Net charge: +2
Orbital gap (alpha / beta), Eh: 0.2515 / 0.2282
Highest occupied orbital energy (alpha / beta), eV: -12.68 / -13.93
Lowest unoccupied orbital energy (alpha / beta), eV: -5.8 / -7.7
Relative energy (zero: lowest compared OMol25 entry of this formula, charge and spin), eV: 1.5398
M, g mol⁻¹: 860.13

Mulliken charges, unit e, in atom order:
1. Pd 0.021
2. O -0.137
3. S -0.376
4. C 1.880
5. C -1.162
6. C -0.669
7. C -1.079
8. C -0.896
9. C -0.493
10. P 2.309
11. C 0.596
12. C -0.278
13. C -0.799
14. C -0.533
15. C -0.828
16. C -0.391
17. C 0.937
18. C -1.094
19. C -0.783
20. C -0.576
21. C -1.182
22. C -0.192
23. C 0.129
24. C -0.329
25. C -1.249
26. C -0.588
27. C -1.069
28. C 1.039
29. P 0.731
30. C 0.474
31. C -0.205
32. C -0.746
33. C -0.545
34. C -0.835
35. C -0.246
36. C 0.650
37. C 0.212
38. C -0.756
39. C -0.635
40. C -0.731
41. C -0.562
42. H 0.456
43. H 0.479
44. H 0.473
45. H 0.586
46. H 0.403
47. H 0.438
48. H 0.423
49. H 0.460
50. H 0.485
51. H 0.503
52. H 0.452
53. H 0.455
54. H 0.503
55. H 0.409
56. H 0.668
57. H 0.456
58. H 0.513
59. H 0.419
60. H 0.474
61. H 0.449
62. H 0.422
63. H 0.441
64. H 0.264
65. H 0.470
66. H 0.469
67. H 0.454
68. H 0.481
69. H 0.417
70. Se 0.128
71. N -0.512
72. C 0.820
73. C -0.633
74. C -0.623
75. C -0.530
76. C -0.797
77. C 0.860
78. N -0.619
79. H 0.530
80. H 0.462
81. H 0.454
82. H 0.524

***

2.
Density functional theory data (the ωB97M-V functional and the def2-TZVPD basis) for a structure of composition C42H33BCl2IrN8O2P.

Geometry as XYZ:
```
90
Properties=species:S:1:pos:R:3:forces:R:3
Ir 0.240771 -1.040007 -0.157025 2.409 0.509 -0.802
Cl 1.755934 -4.639824 5.789273 0.175 0.005 -0.012
C 0.891412 -3.863874 4.535288 -0.382 0.040 -0.323
C 1.500141 -2.880029 3.787996 -0.079 0.333 0.213
C 0.804566 -2.256799 2.744051 -1.610 -0.453 0.878
N 1.311944 -1.315095 1.928077 -0.434 -0.094 -2.623
C 2.300148 -0.480269 2.326001 -0.012 0.667 0.224
O 2.678255 -0.310416 3.471315 0.209 -0.351 -0.329
C 2.922174 0.247608 1.181822 0.537 0.281 0.236
C 3.982083 1.107863 1.442974 -0.233 -0.190 0.000
C 4.698722 1.623372 0.380763 -0.143 -0.106 -0.143
C 4.356037 1.213205 -0.900385 -0.042 -0.055 0.134
C 3.259011 0.379879 -1.071788 0.233 0.125 -0.364
N 2.530710 -0.059025 -0.054421 -0.869 -0.221 0.004
C -0.558805 -2.632565 2.477551 1.652 -0.693 0.381
C -1.158386 -3.633812 3.254827 0.243 -0.500 0.028
C -0.447444 -4.245755 4.262701 0.078 0.379 -0.179
Cl -1.170925 -5.490618 5.182707 -0.277 -0.171 0.137
N -1.143052 -2.010961 1.445363 0.233 1.718 -0.586
C -2.484401 -1.843637 1.297920 -0.082 0.280 -0.367
O -3.289301 -1.745113 2.202309 0.158 -0.182 -0.136
C -2.864769 -1.832968 -0.148326 -0.651 -0.113 -0.170
C -4.199677 -1.816109 -0.529338 0.312 0.002 0.140
C -4.510961 -2.050885 -1.857980 0.239 -0.036 -0.016
C -3.479611 -2.357123 -2.732144 -0.057 -0.008 0.126
C -2.172294 -2.318160 -2.270121 -0.003 -0.107 -0.371
N -1.870389 -2.018913 -1.017458 0.037 0.233 0.386
H 2.517011 -2.590832 3.996940 0.006 -0.035 0.078
H 4.218178 1.323246 2.474266 0.017 0.009 0.039
H 5.519792 2.302774 0.551836 0.086 0.031 -0.037
H 4.929759 1.527829 -1.756349 0.019 0.017 -0.139
H 2.972032 0.034049 -2.055127 -0.072 0.059 -0.126
H -2.175293 -3.931750 3.055351 -0.069 -0.041 0.019
H -4.952369 -1.647231 0.223524 -0.059 0.019 0.112
H -5.534860 -2.032304 -2.195571 -0.118 -0.034 -0.038
H -3.676197 -2.626761 -3.756773 0.015 0.006 -0.122
H -1.346622 -2.554795 -2.923552 0.123 0.102 -0.121
B 2.015812 -1.963528 -3.538507 0.403 -0.335 -0.676
N 0.842744 -0.986687 -3.517556 -0.172 0.012 -0.400
C 0.313896 -0.522609 -4.661400 -0.102 0.056 0.436
C -0.772975 0.270743 -4.358408 -0.056 0.016 0.428
C -0.835728 0.235891 -2.969884 -0.142 0.097 -0.472
N 0.154558 -0.513482 -2.479978 -0.576 0.053 1.973
N 2.302856 -2.657962 -2.212011 0.413 0.167 0.225
C 3.331246 -3.516431 -2.102068 -0.294 0.143 0.429
C 3.257297 -4.140139 -0.875367 -0.309 0.130 0.138
C 2.123717 -3.589111 -0.279958 0.355 -0.416 -0.090
N 1.565227 -2.701155 -1.100428 -1.416 0.238 1.601
H 1.749470 -2.812597 -4.341458 -0.131 -0.117 -0.187
H 3.003084 -1.394475 -3.904983 0.319 0.262 0.061
H 0.733836 -0.783547 -5.610327 0.181 -0.161 -0.158
H -1.418618 0.790351 -5.035957 -0.114 0.101 -0.109
H -1.549072 0.705264 -2.323823 -0.057 -0.027 0.063
H 4.039218 -3.635830 -2.895428 0.060 0.013 -0.283
H 3.910883 -4.888419 -0.480495 0.139 -0.156 0.098
H 1.686309 -3.815760 0.673197 -0.072 0.072 0.183
C -5.034303 1.800108 1.358985 0.085 -0.032 0.068
C -4.073169 1.668490 2.347243 -0.134 0.013 0.008
C -2.738963 1.535950 2.011726 0.169 0.034 -0.043
C -2.341372 1.534142 0.677658 0.031 -0.169 -0.152
C -3.322993 1.611662 -0.312957 0.161 -0.081 0.004
C -4.653850 1.757758 0.028044 -0.113 -0.006 -0.101
P -0.576240 1.405407 0.219115 -0.230 -0.615 0.758
C 0.296212 2.216670 1.596480 0.124 -0.345 -0.074
C 0.920379 3.450018 1.423163 -0.063 -0.007 -0.139
C 1.568653 4.054986 2.483569 0.046 0.072 0.056
C 1.604407 3.438766 3.723282 -0.016 -0.034 0.006
C 1.003089 2.202747 3.898343 -0.023 0.029 0.085
C 0.358170 1.590032 2.840190 -0.028 0.066 -0.067
C -0.361196 2.645087 -1.117110 0.243 -0.613 -0.279
C -1.245180 3.691440 -1.366790 -0.095 -0.143 0.225
C -1.014199 4.554352 -2.426674 -0.034 0.074 -0.041
C 0.094248 4.393876 -3.240522 0.006 -0.025 0.072
C 0.997572 3.379739 -2.970931 0.170 0.019 -0.014
C 0.773164 2.516769 -1.916732 -0.020 0.008 0.207
H -6.071468 1.934102 1.623972 -0.105 -0.018 0.025
H -4.358636 1.675321 3.386936 -0.036 -0.003 0.114
H -2.007702 1.448333 2.799026 -0.049 0.042 0.051
H -3.055197 1.582537 -1.359522 -0.006 0.054 -0.063
H -5.396295 1.846974 -0.751610 -0.052 -0.001 -0.060
H 0.901156 3.943398 0.463375 0.005 0.043 -0.015
H 2.043764 5.014253 2.339989 0.031 0.066 -0.011
H 2.105153 3.917677 4.550279 0.063 0.033 0.088
H 1.053182 1.704687 4.853650 0.005 -0.063 0.083
H -0.080734 0.611167 2.976730 -0.028 -0.056 0.048
H -2.106422 3.845075 -0.734246 -0.081 -0.013 0.011
H -1.707535 5.357041 -2.625387 -0.088 0.074 0.052
H 0.263235 5.065098 -4.068651 -0.008 0.051 -0.075
H 1.875869 3.259714 -3.586441 0.100 -0.027 -0.056
H 1.480112 1.731916 -1.695839 -0.044 -0.003 -0.162
```
Positions in Å, forces in eV/Å.

Output
2S+1: 2
Net charge: +1
Orbital gap (alpha / beta), Eh: 0.1620 / 0.1688
Highest occupied orbital energy (alpha / beta), eV: -9.93 / -9.93
Lowest unoccupied orbital energy (alpha / beta), eV: -5.5 / -5.3
M, g mol⁻¹: 986.69

Mulliken charges, unit e, in atom order:
1. Ir 6.064
2. Cl -0.165
3. C -0.130
4. C -0.813
5. C -0.418
6. N 0.329
7. C -0.473
8. O -0.637
9. C 0.242
10. C -0.707
11. C -0.847
12. C -0.918
13. C -0.548
14. N 0.326
15. C 0.507
16. C -0.821
17. C -0.068
18. Cl -0.186
19. N 0.212
20. C -0.247
21. O -0.642
22. C 0.325
23. C -0.425
24. C -0.665
25. C -1.025
26. C -0.380
27. N 0.016
28. H 0.650
29. H 0.623
30. H 0.498
31. H 0.540
32. H 0.477
33. H 0.664
34. H 0.590
35. H 0.511
36. H 0.487
37. H 0.631
38. B -0.671
39. N -0.067
40. C -0.696
41. C -1.554
42. C -0.287
43. N 0.422
44. N 0.170
45. C -0.176
46. C -1.349
47. C -0.344
48. N -0.329
49. H -0.146
50. H -0.037
51. H 0.526
52. H 0.616
53. H 0.271
54. H 0.476
55. H 0.453
56. H 0.593
57. C -0.728
58. C -0.682
59. C -0.727
60. C 0.174
61. C -0.452
62. C -0.921
63. P 2.704
64. C 0.990
65. C -1.001
66. C -0.905
67. C -0.928
68. C -0.792
69. C -0.473
70. C -0.260
71. C -0.675
72. C -0.774
73. C -0.832
74. C -0.609
75. C -0.144
76. H 0.417
77. H 0.476
78. H 0.386
79. H 0.561
80. H 0.492
81. H 0.454
82. H 0.499
83. H 0.430
84. H 0.500
85. H 0.179
86. H 0.589
87. H 0.456
88. H 0.429
89. H 0.482
90. H 0.236